{
  "formula": "C42H115N9O11",
  "method": "wB97M-V/def2-TZVPD",
  "symbols": ["C", "C", "C", "O", "C", "N", "H", "H", "H", "H", "H", "H", "H", "H", "H", "H", "H", "C", "C", "C", "O", "C", "N", "H", "H", "H", "H", "H", "H", "H", "H", "H", "H", "H", "C", "C", "C", "O", "C", "N", "H", "H", "H", "H", "H", "H", "H", "H", "H", "H", "H", "C", "C", "C", "O", "C", "N", "H", "H", "H", "H", "H", "H", "H", "H", "H", "H", "H", "C", "C", "C", "O", "C", "N", "H", "H", "H", "H", "H", "H", "H", "H", "H", "H", "H", "C", "C", "C", "O", "C", "N", "H", "H", "H", "H", "H", "H", "H", "H", "H", "H", "H", "C", "C", "C", "O", "C", "N", "H", "H", "H", "H", "H", "H", "H", "H", "H", "H", "H", "C", "C", "C", "O", "C", "N", "H", "H", "H", "H", "H", "H", "H", "H", "H", "H", "H", "C", "C", "C", "O", "C", "N", "H", "H", "H", "H", "H", "H", "H", "H", "H", "H", "H", "C", "C", "C", "O", "H", "H", "H", "H", "H", "H", "H", "H", "C", "C", "C", "O", "H", "H", "H", "H", "H", "H", "H", "H"],
  "positions_angstrom": [[13.11, 9.20, 11.80], [14.57, 9.59, 11.54], [15.08, 8.57, 10.41], [16.41, 8.84, 10.08], [17.12, 7.79, 9.49], [14.70, 10.96, 11.16], [12.59, 9.77, 12.54], [12.96, 8.16, 12.15], [12.52, 9.37, 10.86], [15.16, 9.30, 12.39], [14.47, 8.53, 9.49], [15.11, 7.53, 10.91], [18.17, 7.98, 9.46], [16.76, 7.56, 8.51], [17.07, 6.93, 10.14], [14.13, 11.57, 11.71], [15.64, 11.29, 10.93], [11.41, 19.28, 19.35], [11.91, 19.07, 17.92], [12.22, 17.59, 17.73], [13.31, 17.02, 18.34], [14.59, 17.69, 18.16], [11.00, 19.65, 16.87], [12.14, 19.01, 20.11], [10.57, 18.54, 19.53], [11.10, 20.28, 19.58], [12.87, 19.60, 17.73], [12.16, 17.46, 16.63], [11.37, 17.05, 18.12], [15.04, 17.47, 17.19], [15.17, 17.36, 19.00], [14.30, 18.76, 18.24], [11.05, 18.92, 16.19], [10.00, 19.62, 17.22], [18.42, 11.86, 12.29], [18.05, 12.07, 13.74], [17.69, 10.71, 14.35], [17.29, 11.01, 15.68], [16.58, 9.98, 16.34], [18.96, 12.94, 14.44], [18.69, 12.74, 11.70], [17.64, 11.31, 11.73], [19.36, 11.27, 12.20], [17.11, 12.64, 13.69], [18.55, 10.09, 14.49], [16.91, 10.24, 13.74], [17.10, 9.07, 16.20], [15.61, 9.94, 15.94], [16.70, 10.20, 17.45], [19.83, 12.43, 14.49], [18.62, 13.02, 15.40], [13.65, 13.69, 19.21], [14.41, 13.98, 17.93], [15.86, 13.50, 18.02], [16.50, 14.04, 19.20], [17.92, 13.56, 19.22], [13.87, 13.26, 16.72], [13.94, 12.72, 19.68], [12.54, 13.63, 19.06], [13.85, 14.49, 19.92], [14.32, 15.08, 17.76], [16.41, 13.67, 17.14], [15.72, 12.38, 18.08], [18.49, 14.03, 18.43], [18.02, 12.44, 19.04], [18.29, 13.72, 20.29], [12.84, 13.39, 16.62], [14.01, 12.27, 16.85], [17.48, 17.28, 11.05], [16.48, 18.31, 10.52], [15.26, 18.28, 11.46], [14.32, 19.19, 10.97], [13.18, 19.22, 11.89], [16.98, 19.72, 10.41], [17.20, 16.26, 10.84], [17.63, 17.41, 12.11], [18.49, 17.59, 10.67], [16.18, 18.00, 9.46], [15.73, 18.54, 12.47], [14.83, 17.23, 11.59], [12.73, 18.23, 11.98], [12.44, 19.90, 11.41], [13.47, 19.66, 12.85], [17.44, 19.83, 11.27], [16.21, 20.35, 10.43], [9.86, 17.00, 14.61], [9.79, 18.11, 13.42], [8.36, 18.36, 13.09], [7.81, 17.43, 12.13], [6.73, 17.88, 11.36], [10.28, 19.33, 14.00], [10.89, 16.66, 14.74], [9.27, 16.17, 14.38], [9.56, 17.41, 15.61], [10.31, 17.63, 12.52], [8.22, 19.36, 12.74], [7.76, 18.22, 13.99], [5.92, 17.20, 11.57], [7.00, 17.88, 10.25], [6.44, 18.93, 11.63], [9.96, 20.04, 13.42], [11.32, 19.30, 13.94], [12.42, 15.42, 9.46], [13.36, 14.38, 9.05], [14.78, 14.79, 9.46], [15.71, 13.70, 9.44], [16.29, 13.48, 8.21], [12.96, 13.18, 9.84], [12.66, 16.39, 9.06], [12.40, 15.55, 10.58], [11.43, 15.05, 9.20], [13.24, 14.15, 8.01], [14.74, 15.16, 10.50], [15.19, 15.57, 8.85], [16.85, 14.37, 7.80], [15.58, 13.09, 7.44], [17.07, 12.72, 8.31], [13.70, 12.47, 9.81], [12.17, 12.70, 9.39], [10.55, 13.93, 12.66], [10.37, 12.58, 13.35], [9.74, 12.65, 14.70], [10.71, 13.18, 15.67], [10.09, 13.66, 16.84], [9.64, 11.73, 12.44], [10.81, 13.79, 11.59], [11.25, 14.63, 13.03], [9.56, 14.45, 12.60], [11.30, 12.11, 13.42], [9.39, 11.61, 14.99], [8.92, 13.37, 14.71], [9.69, 12.85, 17.50], [9.31, 14.35, 16.60], [10.87, 14.23, 17.32], [10.10, 11.84, 11.54], [9.59, 10.75, 12.64], [17.84, 16.85, 17.07], [17.65, 17.17, 15.52], [17.98, 18.58, 15.23], [17.35, 19.49, 16.12], [16.01, 19.61, 15.63], [18.36, 16.30, 14.63], [18.89, 16.62, 17.27], [17.16, 16.09, 17.46], [17.69, 17.72, 17.76], [16.63, 16.93, 15.33], [17.58, 18.87, 14.27], [19.08, 18.72, 15.25], [15.35, 19.86, 16.43], [15.76, 18.73, 15.10], [15.99, 20.41, 14.87], [17.89, 15.43, 14.56], [19.41, 16.19, 14.75], [14.03, 13.86, 13.09], [14.87, 15.12, 13.54], [13.78, 16.13, 14.08], [15.77, 14.73, 14.58], [13.59, 13.87, 12.08], [13.36, 13.66, 13.91], [14.72, 12.96, 13.05], [15.48, 15.54, 12.74], [12.97, 16.30, 13.44], [14.28, 17.10, 14.42], [13.30, 15.83, 15.05], [15.24, 14.10, 15.08], [11.50, 10.16, 16.04], [12.49, 9.25, 16.72], [13.20, 8.24, 15.85], [13.55, 9.93, 17.42], [11.16, 11.02, 16.70], [10.60, 9.49, 15.88], [11.82, 10.48, 15.02], [12.02, 8.67, 17.53], [12.63, 7.43, 15.39], [13.87, 7.70, 16.51], [13.83, 8.72, 15.03], [13.08, 10.30, 18.17]],
  "lowdin_charge": [-0.07, -0.42, -0.20, -0.20, -0.11, 0.07, 0.04, 0.08, 0.09, 0.10, 0.13, 0.14, 0.08, 0.08, 0.08, 0.03, 0.08, -0.06, -0.43, -0.25, -0.19, -0.04, 0.04, 0.08, 0.10, 0.07, 0.11, 0.11, 0.11, 0.07, 0.10, 0.07, -0.02, 0.10, -0.06, -0.46, -0.18, -0.22, -0.09, 0.07, 0.08, 0.06, 0.09, 0.12, 0.12, 0.12, 0.07, 0.04, 0.11, 0.07, 0.07, -0.06, -0.39, -0.22, -0.20, -0.06, 0.07, 0.09, 0.07, 0.07, 0.12, 0.09, 0.12, 0.06, 0.09, 0.10, 0.06, 0.05, -0.06, -0.41, -0.26, -0.19, -0.08, 0.06, 0.06, 0.04, 0.10, 0.14, 0.13, 0.11, 0.06, 0.10, 0.08, 0.04, 0.04, -0.04, -0.40, -0.20, -0.20, -0.12, 0.05, 0.04, 0.03, 0.09, 0.15, 0.10, 0.13, 0.07, 0.10, 0.09, 0.05, 0.08, -0.09, -0.43, -0.17, -0.20, -0.14, 0.04, 0.08, 0.08, 0.08, 0.13, 0.11, 0.11, 0.10, 0.10, 0.08, 0.04, 0.09, -0.04, -0.46, -0.16, -0.24, -0.12, 0.04, 0.06, 0.04, 0.09, 0.09, 0.13, 0.12, 0.10, 0.07, 0.07, 0.07, 0.06, -0.03, -0.45, -0.22, -0.17, -0.10, 0.06, 0.07, 0.05, 0.08, 0.09, 0.10, 0.14, 0.07, 0.04, 0.10, 0.02, 0.11, -0.04, -0.39, -0.05, -0.08, 0.05, 0.05, 0.08, 0.11, 0.02, 0.08, 0.08, 0.04, -0.05, -0.49, -0.06, -0.07, 0.09, 0.10, 0.08, 0.14, 0.08, 0.08, 0.09, 0.08],
  "lumo_energy_ev": 0.498,
  "energy_ev": -81344.2229,
  "de_lowest_ev": 1.550,
  "mol_weight_da": 922.4,
  "charge": 0
}